A cluster of 4 separate species, C29H33F9NO6S2 in total in a non-equilibrium geometry, computed with ωB97M-V/def2-TZVPD.

Last columns: bonded neighbours and bond lengths (Å).
Element x y z (Å)
1 S -2.69 0.46 4.34  C28 1.723
2 S -3.49 1.03 1.42  C28 1.906, C43 1.873
3 F 0.03 -2.87 -5.63  C38 1.364
4 F 0.65 -1.38 11.07  C35 1.364
5 F 2.14 -0.37 9.84  C35 1.364
6 F 7.58 3.75 0.47  C29 1.364
7 F 0.99 -1.05 -4.92  C38 1.363
8 F 8.95 3.27 -1.16  C29 1.363
9 F 1.61 0.44 11.79  C35 1.363
10 F 1.52 -1.86 -6.87  C38 1.364
11 F 8.38 1.73 0.28  C29 1.364
12 O -1.25 0.11 -6.15  C33 1.228
13 O 6.53 2.74 -2.47  C21 1.228
14 O 5.81 1.64 -0.59  C21 1.371, C37 1.436
15 O -0.63 1.60 10.55  C47 1.228
16 O -0.91 -1.29 -7.94  C31 1.436, C33 1.371
17 O -0.30 0.20 8.77  C45 1.436, C47 1.371
18 N -0.95 -0.38 2.31  C26 1.512, C28 1.512, C39 1.512
19 C -2.64 -4.30 1.56  C25 1.663, C32 1.663, H56 1.175
20 C -1.48 0.67 -9.27  C31 1.518, H60 1.095, H61 1.094, H69 1.094
21 C 6.70 2.40 -1.31  O13 1.228, O14 1.371, C29 1.528
22 C -4.05 -0.60 -2.60  C24 1.673, C41 1.640, H54 1.190, H77 1.184
23 C 0.16 -4.43 1.46  C25 1.666, C30 1.672, H66 1.189
24 C -4.25 0.56 -1.41  C22 1.673, C43 1.639, H67 1.174, H68 1.192
25 C -1.29 -5.24 1.30  C19 1.663, C23 1.666, H76 1.180
26 C -0.38 0.40 1.14  N18 1.512, C36 1.639, C40 1.669
27 C -0.86 2.15 7.44  C45 1.518, H52 1.094, H63 1.095, H71 1.094
28 C -2.26 0.29 2.67  S1 1.723, S2 1.906, N18 1.512
29 C 7.90 2.78 -0.44  F6 1.364, F8 1.363, F11 1.364, C21 1.528
30 C 0.26 -2.80 1.81  C23 1.672, C39 1.673, H70 1.179
31 C -1.98 -0.63 -8.65  O16 1.436, C20 1.518, H53 1.094, H64 1.096
32 C -2.54 -2.68 1.90  C19 1.663, C39 1.655, H57 1.176
33 C -0.65 -0.82 -6.68  O12 1.228, O16 1.371, C38 1.528
34 C 0.81 2.36 -1.33  C44 1.655, C46 1.671, H80 1.178
35 C 1.09 -0.15 10.68  F4 1.364, F5 1.364, F9 1.363, C47 1.528
36 C -0.02 -0.19 -0.34  C26 1.639, C44 1.661, H58 1.190
37 C 4.61 1.25 -1.29  O14 1.436, C42 1.518, H59 1.094, H65 1.096
38 C 0.47 -1.64 -6.03  F3 1.364, F7 1.363, F10 1.364, C33 1.528
39 C -1.11 -1.86 2.02  N18 1.512, C30 1.673, C32 1.655
40 C -0.11 2.02 1.39  C26 1.669, C46 1.661, H48 1.182
41 C -4.61 -0.13 -4.07  C22 1.640, H51 1.184, H62 1.189
42 C 4.88 0.05 -2.18  C37 1.518, H49 1.094, H73 1.094, H78 1.095
43 C -3.75 -0.15 -0.02  S2 1.873, C24 1.639, H50 1.180, H74 1.188
44 C 0.57 0.74 -1.59  C34 1.655, C36 1.661, H55 1.170
45 C -1.36 0.86 8.06  O17 1.436, C27 1.518, H72 1.094, H75 1.096
46 C 0.49 3.00 0.18  C34 1.671, C40 1.661, H79 1.170
47 C -0.03 0.67 10.03  O15 1.228, O17 1.371, C35 1.528
48 H -0.31 2.56 2.42  C40 1.182
49 H 3.95 -0.30 -2.65  C42 1.094
50 H -4.57 -0.94 0.30  C43 1.180
51 H -3.75 0.56 -4.51  C41 1.184
52 H -1.65 2.62 6.84  C27 1.094
53 H -2.31 -1.31 -9.43  C31 1.094
54 H -2.90 -0.90 -2.67  C22 1.190
55 H 0.82 0.33 -2.66  C44 1.170
56 H -3.67 -4.85 1.46  C19 1.175
57 H -3.56 -2.11 2.03  C32 1.176
58 H -0.16 -1.34 -0.59  C36 1.190
59 H 3.87 0.99 -0.53  C37 1.094
60 H -0.61 0.48 -9.90  C20 1.095
61 H -2.27 1.13 -9.87  C20 1.094
62 H -4.61 -1.12 -4.73  C41 1.189
63 H 0.01 1.97 6.80  C27 1.095
64 H -2.84 -0.46 -7.99  C31 1.096
65 H 4.20 2.09 -1.86  C37 1.096
66 H 1.12 -5.12 1.31  C23 1.189
67 H -3.65 1.54 -1.65  C24 1.174
68 H -5.42 0.74 -1.30  C24 1.192
69 H -1.17 1.38 -8.50  C20 1.094
70 H 1.36 -2.38 1.89  C30 1.179
71 H -0.55 2.87 8.21  C27 1.094
72 H -1.69 0.18 7.27  C45 1.094
73 H 5.59 0.29 -2.97  C42 1.094
74 H -2.77 -0.77 -0.28  C43 1.188
75 H -2.22 1.03 8.72  C45 1.096
76 H -1.38 -6.38 1.02  C25 1.180
77 H -4.64 -1.55 -2.20  C22 1.184
78 H 5.31 -0.77 -1.59  C42 1.095
79 H 0.70 4.14 0.30  C46 1.170
80 H 1.20 3.03 -2.22  C34 1.178

Values from the calculation:
Spin multiplicity   1
HOMO-LUMO gap   2.7 eV
F_max   0.1086 hartree/bohr
Net charge   -1
HOMO level   -1.7 eV